{"formula": "C5H11NO2", "method": "ωB97M-V/def2-TZVPD", "molar_mass_g_mol": 117.148, "e_above_lowest_kcal_mol": 0.0, "homo_lumo_gap_ev": [10.762, 7.264], "s_squared": 0.761, "charge": 1, "spin_multiplicity": 2, "homo_energy_ev": [-14.4533, -14.5851], "species": ["C", "C", "N", "C", "C", "C", "H", "H", "H", "H", "H", "H", "H", "H", "H", "O", "H", "H", "O"], "xyz": [[-1.71230, -2.06189, 0.80591], [-0.90674, -2.12687, -0.34522], [-0.45135, -0.86647, -0.64746], [-1.05927, 0.00275, 0.21199], [-1.82208, -0.73267, 1.14853], [-0.75733, 1.43388, 0.23051], [-2.04952, -2.93095, 1.34655], [-0.67995, -2.94508, -0.99346], [-0.21507, -0.71500, -1.62343], [-2.46718, -0.39121, 1.94835], [-1.29362, 1.94393, 1.02200], [0.31028, 1.55064, 0.44152], [-0.89048, 1.93083, -0.73156], [2.71556, 1.83893, 0.59393], [2.66204, 0.68857, 1.64786], [2.84898, 1.62478, 1.52309], [2.04074, 0.63538, -2.95704], [2.04565, 0.21198, -1.52176], [1.68162, 0.90848, -2.10032]], "forces_ev_per_angstrom": [[0.3, -0.1, 0.3], [0.2, 0.7, 0.0], [-1.1, -1.5, -0.5], [0.4, 1.1, 0.1], [-0.6, -1.2, 0.1], [0.2, 0.2, 0.0], [-0.3, 0.1, -0.1], [0.1, -0.4, -0.1], [0.5, 0.9, 0.3], [0.5, 0.4, -0.1], [-0.2, 0.0, -0.1], [0.1, 0.0, 0.1], [-0.2, -0.1, -0.1], [0.2, -0.1, 0.0], [0.1, 0.1, -0.1], [-0.3, 0.1, 0.1], [-0.1, 0.4, -0.1], [-0.1, 0.5, -0.2], [0.2, -1.1, 0.3]], "lowdin_spin": [0.10, 0.35, 0.04, 0.28, 0.12, 0.05, 0.00, 0.02, 0.00, 0.00, 0.00, 0.02, 0.02, 0.00, 0.00, 0.00, 0.00, 0.00, 0.00]}